{
  "formula": "C28H57B2F2OPSi",
  "method": "ωB97M-V/def2-TZVPD",
  "symbols": ["C", "C", "B", "O", "B", "P", "C", "C", "C", "C", "F", "F", "C", "C", "Si", "C", "C", "C", "C", "C", "C", "C", "C", "H", "H", "H", "H", "H", "H", "H", "H", "H", "H", "H", "H", "H", "H", "H", "H", "H", "H", "H", "H", "H", "H", "H", "H", "H", "H", "H", "H", "H", "C", "C", "C", "C", "C", "C", "H", "H", "H", "H", "H", "H", "H", "H", "H", "H", "H", "H", "H", "H", "C", "C", "C", "C", "C", "C", "H", "H", "H", "H", "H", "H", "H", "H", "H", "H", "H", "H", "H", "H"],
  "coordinates": [[-1.03591, -5.42123, 1.62627], [-1.38826, -6.28529, 0.35640], [-0.95310, -5.65672, -1.05421], [-1.07487, -6.52473, -2.18125], [-0.43055, -4.10425, -1.34594], [-1.65950, -2.96652, -2.25782], [-3.32037, -3.85072, -2.35814], [-1.93116, -1.36431, -1.28704], [-3.49022, -1.04872, -1.17015], [1.01221, -3.47185, -0.97499], [1.24301, -2.42015, -1.90386], [2.00225, -4.45097, -1.29018], [1.17106, -3.01580, 0.51051], [2.12669, -1.77715, 0.72170], [3.48371, -2.03856, 2.03158], [4.79364, -0.65310, 1.91462], [4.43289, -3.69425, 1.80043], [2.84464, -2.01925, 3.82833], [3.69340, -2.69331, 4.82943], [3.29608, -2.77753, 6.21726], [2.04922, -2.16727, 6.65699], [1.21156, -1.49190, 5.69126], [1.60946, -1.40084, 4.28419], [-1.53434, -4.42372, 1.66785], [-1.41644, -5.99287, 2.52197], [0.07374, -5.38947, 1.74518], [-2.50732, -6.45048, 0.32181], [-0.91830, -7.30751, 0.43014], [-0.44392, -6.26085, -2.87144], [-3.74914, -4.00234, -1.32757], [-4.07085, -3.22224, -2.90746], [-3.26539, -4.82280, -2.90985], [-1.42044, -1.34052, -0.29368], [-1.52310, -0.53031, -1.92451], [-3.99409, -1.07069, -2.17356], [-3.99364, -1.78663, -0.50047], [-3.55082, -0.01147, -0.74016], [1.63232, -3.88105, 1.05780], [0.14239, -2.77612, 0.88849], [1.55535, -0.85852, 1.04723], [2.66103, -1.46259, -0.21900], [4.29411, 0.35158, 2.00739], [5.28816, -0.72871, 0.91308], [5.57342, -0.77193, 2.71711], [4.05231, -4.48653, 2.50077], [5.50223, -3.46164, 2.07644], [4.46128, -4.04057, 0.73728], [4.66263, -3.15254, 4.53775], [3.92513, -3.31238, 6.96046], [1.74267, -2.21307, 7.72226], [0.27334, -1.00195, 6.02557], [0.97493, -0.87434, 3.54111], [2.91950, 2.03871, -0.97867], [4.01830, 2.87968, -0.33827], [3.49639, 3.81171, 0.75527], [2.49564, 4.86867, 0.27994], [3.00893, 5.79068, -0.82651], [4.20873, 6.62785, -0.39901], [2.16814, 2.66055, -1.46962], [3.34375, 1.37518, -1.73573], [2.41824, 1.42041, -0.22910], [4.54524, 3.44479, -1.11170], [4.75939, 2.20548, 0.10277], [4.34814, 4.30401, 1.23470], [3.01994, 3.21074, 1.53791], [2.20007, 5.47721, 1.14137], [1.58159, 4.37614, -0.06608], [2.19877, 6.46496, -1.12030], [3.26392, 5.21264, -1.71972], [3.95710, 7.25378, 0.46068], [4.52415, 7.28317, -1.21362], [5.06266, 6.00326, -0.12953], [-6.96910, 4.12202, -1.20315], [-5.51382, 4.49699, -1.46146], [-5.18273, 4.61802, -2.94906], [-5.34666, 3.32617, -3.75447], [-4.51924, 2.14359, -3.25033], [-3.01715, 2.39449, -3.31350], [-7.21776, 3.14839, -1.63021], [-7.16254, 4.06909, -0.12939], [-7.64356, 4.86747, -1.63132], [-4.85635, 3.77119, -0.97508], [-5.31233, 5.45897, -0.98014], [-4.15731, 4.98609, -3.05294], [-5.82229, 5.38742, -3.39469], [-5.07641, 3.53113, -4.79583], [-6.40210, 3.03772, -3.77068], [-4.75353, 1.26835, -3.86434], [-4.80542, 1.88382, -2.22654], [-2.70237, 2.60273, -4.33886], [-2.47015, 1.51572, -2.96382], [-2.72087, 3.23769, -2.68635]],
  "lowdin_charge": [-0.1257, -0.1586, -0.4244, 0.0676, -0.2743, 1.0157, -0.3071, -0.3942, -0.1704, -0.4199, -0.0200, 0.0021, -0.1393, -0.2370, 0.5725, -0.1913, -0.1889, -0.2395, -0.0948, -0.0850, -0.0902, -0.0867, -0.0840, 0.0761, 0.0763, 0.0685, 0.1140, 0.1151, 0.0968, 0.0483, 0.0347, 0.0497, 0.0705, 0.0593, 0.0649, 0.0664, 0.0716, 0.1069, 0.1094, 0.0752, 0.0861, 0.0295, 0.0374, 0.0420, 0.0380, 0.0376, 0.0368, 0.0917, 0.0962, 0.0953, 0.0930, 0.0883, -0.1070, -0.2686, -0.2291, -0.2299, -0.2723, -0.1140, 0.0659, 0.0731, 0.0609, 0.0996, 0.0938, 0.1010, 0.1064, 0.1089, 0.0992, 0.1037, 0.0982, 0.0749, 0.0690, 0.0649, -0.1138, -0.2719, -0.2291, -0.2277, -0.2759, -0.1016, 0.0645, 0.0690, 0.0751, 0.0967, 0.1043, 0.1000, 0.1095, 0.1099, 0.1006, 0.1038, 0.0891, 0.0787, 0.0498, 0.0685],
  "e_homo_ev": -8.4,
  "charge": 0,
  "spin_multiplicity": 1
}

***

{
  "formula": "C28H57N5ReSi4",
  "method": "ωB97M-V/def2-TZVPD",
  "symbols": ["Re", "N", "C", "C", "N", "C", "C", "N", "H", "H", "H", "H", "H", "H", "H", "H", "H", "H", "H", "H", "H", "C", "Si", "C", "C", "N", "C", "C", "C", "C", "C", "C", "N", "Si", "C", "C", "C", "H", "H", "H", "H", "H", "H", "H", "H", "H", "H", "H", "H", "H", "H", "H", "H", "H", "H", "H", "H", "H", "H", "C", "Si", "C", "C", "C", "C", "C", "C", "C", "H", "H", "H", "H", "H", "H", "H", "H", "H", "H", "H", "C", "Si", "C", "C", "C", "H", "H", "H", "H", "H", "H", "H", "H", "H", "H", "H"],
  "coordinates": [[0.14188, -0.12050, 0.08828], [2.00294, -1.42346, -0.31139], [3.34067, -0.80724, -0.42126], [3.40467, 0.38575, 0.49423], [2.14707, 1.12104, 0.35488], [2.15908, 2.33511, 1.17872], [0.78969, 2.95389, 1.09177], [-0.14093, 1.86497, 1.38085], [2.01110, -2.10952, 0.43557], [1.80937, -1.93803, -1.16063], [3.46450, -0.48150, -1.44675], [4.13377, -1.52299, -0.19738], [4.25952, 1.01783, 0.22932], [3.51643, 0.09087, 1.53515], [2.02618, 1.42144, -0.61367], [2.94204, 3.02267, 0.84563], [2.38643, 2.04181, 2.20365], [0.58937, 3.30538, 0.07785], [0.69112, 3.80161, 1.77353], [-1.10360, 2.11482, 1.18346], [-0.08884, 1.59549, 2.35829], [-3.91059, 0.90005, 2.03173], [-3.27484, -0.28076, 0.68585], [-4.53802, -0.56770, -0.68548], [-3.19992, -1.92778, 1.58616], [-1.80836, 0.39359, -0.04344], [-2.02135, 1.55850, -0.81246], [-3.17681, 2.34102, -0.76633], [-3.27483, 3.54632, -1.45578], [-2.20011, 3.99746, -2.19534], [-1.04830, 3.22370, -2.27083], [-0.93718, 1.99042, -1.62204], [0.16811, 1.13741, -1.70395], [1.10345, 1.37522, -3.15570], [-0.00788, 1.62262, -4.66342], [2.29514, 2.84948, -2.94619], [2.22855, -0.07979, -3.58887], [-4.97212, 1.12940, 1.90332], [-3.37756, 1.85304, 2.04452], [-3.79432, 0.43844, 3.01505], [-5.55915, -0.37165, -0.34754], [-4.49138, -1.61529, -0.99617], [-4.35134, 0.04882, -1.56486], [-2.61420, -1.90699, 2.49970], [-2.90183, -2.78943, 0.99002], [-4.24303, -2.09914, 1.88029], [-4.03223, 2.02678, -0.18468], [-4.18706, 4.12573, -1.39284], [-2.24656, 4.94442, -2.71888], [-0.22295, 3.59665, -2.86660], [-1.06429, 1.60974, -4.39302], [0.16546, 0.82146, -5.38513], [0.18591, 2.57008, -5.17189], [1.93672, 3.57775, -2.21350], [2.43332, 3.38542, -3.88972], [3.28639, 2.51517, -2.62417], [1.99271, -1.00171, -3.06559], [3.28433, 0.15135, -3.43822], [2.10537, -0.29204, -4.65388], [-0.86042, -0.34648, 3.78964], [0.23643, -1.12421, 2.41220], [-0.01099, -3.00478, 2.62800], [1.99669, -0.99016, 3.18553], [2.96736, -1.97303, 2.95584], [4.27397, -1.84716, 3.40983], [4.65461, -0.72307, 4.12962], [3.70569, 0.25029, 4.41246], [2.40289, 0.10687, 3.95186], [-0.26371, -0.02001, 4.64595], [-1.54333, -1.10800, 4.17355], [-1.48996, 0.49121, 3.47759], [0.15601, -3.26587, 3.67762], [0.69636, -3.58588, 2.03482], [-1.01056, -3.33864, 2.34956], [2.70215, -2.88024, 2.41954], [4.99404, -2.63139, 3.20720], [5.67109, -0.61891, 4.48781], [3.97935, 1.11713, 5.00284], [1.68251, 0.87958, 4.21029], [0.80673, -4.69016, -0.49296], [-0.16918, -3.54141, -1.62719], [-1.77620, -4.42529, -2.04592], [0.79476, -3.43252, -3.24901], [-0.66843, -1.88939, -0.88794], [0.92742, -5.65669, -0.99094], [0.28258, -4.86844, 0.44597], [1.81196, -4.32729, -0.25739], [-1.58744, -5.39126, -2.52045], [-2.38369, -3.82574, -2.72831], [-2.37224, -4.60352, -1.14686], [0.69154, -4.39332, -3.76224], [1.86838, -3.25378, -3.14383], [0.38219, -2.66865, -3.91065], [-1.43178, -2.23469, -0.18350], [-1.25568, -1.47218, -1.72096]],
  "lowdin_spin": [0.7936, -0.0049, -0.0003, 0.0002, -0.0027, -0.0001, 0.0009, 0.0023, 0.0000, 0.0000, 0.0000, -0.0002, -0.0003, 0.0000, 0.0021, -0.0003, 0.0000, 0.0000, 0.0001, 0.0003, 0.0003, 0.0020, 0.0054, 0.0000, 0.0010, 0.0309, 0.0037, 0.0036, 0.0075, 0.0032, 0.0076, 0.0007, 0.0547, 0.0118, 0.0032, 0.0023, 0.0001, 0.0003, 0.0001, 0.0000, 0.0000, 0.0000, 0.0001, 0.0001, 0.0001, 0.0000, 0.0000, 0.0004, 0.0000, 0.0003, 0.0001, 0.0000, 0.0005, 0.0001, 0.0004, 0.0000, 0.0000, 0.0001, 0.0000, -0.0022, 0.0317, 0.0125, -0.0006, -0.0011, 0.0002, -0.0013, 0.0001, -0.0011, -0.0002, -0.0002, -0.0001, 0.0012, -0.0001, -0.0001, -0.0001, 0.0000, -0.0001, 0.0000, -0.0001, 0.0001, -0.0003, -0.0010, 0.0009, 0.0146, 0.0000, 0.0000, 0.0000, -0.0003, 0.0001, 0.0001, 0.0001, 0.0000, 0.0001, 0.0099, 0.0057],
  "e_homo_ev": [-6.3, -6.7],
  "e_above_lowest_kcal_mol": 0.0,
  "charge": 0,
  "s_squared": 0.756,
  "spin_multiplicity": 2
}